{
  "formula": "C31H57CrF3N3O21",
  "method": "ωB97M-V with the def2-TZVPD basis set",
  "e_lumo_ev": [-2.03, -6.25],
  "multiplicity": 9,
  "charge": 1,
  "symbols": ["Cr", "C", "C", "C", "O", "H", "H", "H", "H", "H", "H", "H", "C", "C", "O", "C", "O", "C", "F", "F", "F", "H", "H", "H", "H", "H", "C", "O", "C", "O", "O", "C", "H", "H", "H", "H", "H", "H", "C", "O", "C", "O", "O", "C", "H", "H", "H", "H", "H", "H", "C", "O", "C", "O", "O", "C", "H", "H", "H", "H", "H", "H", "C", "O", "C", "O", "O", "C", "H", "H", "H", "H", "H", "H", "C", "O", "C", "O", "O", "C", "H", "H", "H", "H", "H", "H", "C", "O", "C", "O", "O", "C", "H", "H", "H", "H", "H", "H", "C", "C", "N", "H", "H", "H", "C", "C", "N", "H", "H", "H", "C", "C", "N", "H", "H", "H"],
  "positions_angstrom": [[-1.48489, 1.91967, -1.41626], [1.10302, -0.58561, 1.19061], [0.49338, -0.66991, -0.19257], [-0.33981, -1.96028, -0.39175], [-0.11067, 0.46143, -0.63716], [2.02957, -0.01150, 1.19263], [1.36249, -1.56106, 1.60202], [0.38132, -0.15962, 1.88759], [1.36414, -0.80900, -0.83329], [0.22422, -2.88979, -0.31425], [-0.76382, -1.96509, -1.39589], [-1.22367, -1.98710, 0.24556], [5.31388, 5.17658, 0.97647], [4.10660, 4.26176, 0.69785], [4.04987, 3.23046, 1.68335], [4.67215, 2.02381, 1.53815], [5.17849, 1.54661, 0.54319], [4.63473, 1.10868, 2.79679], [3.40161, 0.57785, 2.86855], [5.50406, 0.08172, 2.65574], [4.87205, 1.81663, 3.90762], [5.51914, 5.50065, 1.99674], [5.14522, 6.05036, 0.34705], [6.21891, 4.67767, 0.62991], [4.09248, 3.83750, -0.30609], [3.15762, 4.79794, 0.70163], [-3.33466, 2.13242, -5.19632], [-2.45786, 1.03417, -5.51521], [-1.72864, 0.53132, -4.56665], [-1.73156, 0.83817, -3.38154], [-0.81118, -0.26362, -5.14138], [0.12285, -0.93264, -4.27797], [-4.12346, 2.25911, -5.93783], [-2.74450, 3.02018, -4.96892], [-3.88257, 1.81627, -4.30867], [0.84791, -1.48462, -4.87606], [-0.35967, -1.60991, -3.57330], [0.53143, -0.20843, -3.57321], [-4.93325, -0.96741, -2.22398], [-4.60356, -1.14088, -0.84726], [-3.74728, -0.39633, -0.26507], [-3.08728, 0.53582, -0.73196], [-3.77621, -0.78588, 0.96162], [-2.96868, -0.15762, 1.97599], [-5.42147, -1.81734, -2.70082], [-3.99100, -0.77894, -2.73852], [-5.57565, -0.09022, -2.30111], [-3.29293, 0.88094, 2.04208], [-1.91222, -0.06919, 1.72269], [-3.23436, -0.62849, 2.92246], [-2.25006, -3.77424, -5.21792], [-1.78284, -3.93802, -3.88019], [-2.68328, -4.01404, -2.87470], [-3.89155, -3.85880, -2.94865], [-2.05325, -4.18554, -1.75231], [-2.77649, -4.28817, -0.57594], [-2.88859, -2.90144, -5.35437], [-2.84380, -4.62368, -5.55560], [-1.43460, -3.75988, -5.94106], [-3.47816, -3.46553, -0.43802], [-2.22733, -4.34559, 0.36386], [-3.38613, -5.19136, -0.54991], [2.69364, 1.88837, -2.11710], [2.34562, 3.24514, -2.28566], [1.13644, 3.68658, -2.33511], [0.12820, 2.98708, -2.31784], [1.14272, 5.04755, -2.32978], [-0.10616, 5.85846, -2.42855], [3.78214, 1.90462, -2.17208], [2.24509, 1.29180, -2.91147], [2.34773, 1.52553, -1.14922], [-0.74055, 5.68528, -1.55928], [-0.64917, 5.59256, -3.33549], [0.09277, 6.92896, -2.37790], [0.88511, 2.63298, 2.23373], [-0.47067, 2.87363, 2.67957], [-1.44968, 3.08898, 1.78972], [-1.41836, 2.77563, 0.58679], [-2.49646, 3.69686, 2.43592], [-3.73199, 3.90567, 1.83185], [1.32483, 2.03916, 3.03507], [1.49110, 3.47069, 1.88862], [0.82292, 1.83026, 1.49896], [-4.05042, 4.93972, 1.96395], [-4.57061, 3.38710, 2.29651], [-3.70544, 3.61995, 0.78030], [-1.49719, 1.46586, 6.08507], [-0.50965, 0.76084, 5.29353], [0.19082, -0.31212, 5.81156], [0.27390, -0.53444, 7.01236], [0.92602, -0.87417, 4.84827], [1.78830, -1.96652, 4.99554], [-1.67284, 2.42030, 5.58878], [-1.23953, 1.67886, 7.12254], [-2.44082, 0.92557, 6.00932], [2.58195, -1.70405, 5.69505], [2.26677, -2.22913, 4.05203], [1.29684, -2.76439, 5.55227], [0.10902, -4.07140, 2.54921], [-1.31220, -3.64173, 2.90591], [-2.40399, -3.36672, 3.15868], [0.14678, -5.11326, 2.23106], [0.74219, -3.90061, 3.41986], [0.58661, -3.52398, 1.73660], [1.54188, -4.28474, -2.78690], [1.76068, -5.07663, -1.56535], [1.86932, -5.70895, -0.63750], [0.52344, -4.51687, -3.09836], [2.25959, -4.52579, -3.57104], [1.68288, -3.24634, -2.48700], [3.87027, -2.67884, 0.33012], [3.61802, -3.40419, 1.56086], [3.43977, -4.07242, 2.50567], [2.86476, -2.49392, -0.04784], [4.40901, -3.23391, -0.43785], [4.28837, -1.74979, 0.71760]],
  "forces_ev_per_angstrom": [[-1.1, 0.7, -0.5], [0.1, 0.3, 0.7], [-0.5, -1.6, 0.3], [-0.6, 0.6, -0.8], [1.1, -0.9, 0.6], [-0.2, 0.2, 0.1], [-0.1, -0.1, -0.3], [0.1, 0.1, 0.1], [0.4, 0.2, -0.9], [0.1, 0.2, 0.3], [0.1, 0.1, -0.2], [0.2, 0.0, 0.5], [-0.2, -0.3, -1.2], [0.8, 0.3, 0.1], [-0.9, -0.5, 0.3], [-2.0, 2.0, 7.3], [2.7, -2.3, -6.3], [0.5, 1.3, -1.8], [-0.4, -0.5, 0.9], [-0.4, 0.6, 0.4], [-0.2, -0.7, -0.4], [-0.7, -0.2, 0.1], [0.3, 0.2, 0.1], [0.1, 0.0, -0.1], [0.6, -0.1, -0.1], [0.0, 0.0, 0.7], [-0.5, -0.7, 1.3], [-0.8, 0.3, -1.2], [1.8, 0.6, 0.8], [-0.4, -0.8, -1.0], [-0.2, -0.6, 0.2], [-0.6, 0.3, 1.0], [0.8, 0.0, -0.5], [-0.2, 0.0, -0.3], [0.1, 0.4, 0.3], [-0.1, 0.4, -0.1], [-0.5, -0.4, -0.5], [0.6, 0.3, -0.4], [0.7, 1.1, -0.7], [-2.0, -2.0, -1.8], [1.1, 2.2, -0.3], [-0.7, -1.1, 0.3], [1.1, -0.6, 2.6], [-0.7, 1.2, -0.3], [0.1, -0.2, 0.9], [-0.1, 0.1, -0.3], [0.0, 0.0, -0.1], [-0.2, 0.2, 0.1], [0.0, -0.7, 0.1], [0.5, -0.3, -0.4], [-1.0, -0.4, -0.8], [0.2, -0.1, 0.3], [-2.3, 0.9, -0.9], [1.4, -0.3, -0.6], [2.7, -0.3, 0.2], [-2.4, -0.4, 1.8], [0.2, 0.2, 0.3], [-0.2, -0.2, 0.5], [0.4, 0.3, 0.7], [0.0, 0.2, -0.3], [1.0, 0.2, -0.7], [-0.1, -0.1, -0.4], [-0.3, -0.3, -0.1], [1.5, 1.2, -0.1], [-2.7, 1.2, 0.5], [1.0, 0.7, -0.5], [-0.2, -0.1, -0.2], [0.0, -1.3, 0.4], [-0.2, -0.3, 0.0], [0.1, -0.1, 0.0], [0.0, 0.0, 0.1], [0.0, -0.5, 0.0], [0.2, 0.0, 0.1], [0.9, -0.3, -0.4], [-0.6, -2.3, -0.2], [-0.7, 1.2, -0.4], [-0.5, 0.0, -1.0], [-0.1, 1.0, 2.8], [2.5, -1.2, 0.4], [-1.4, 0.3, -1.2], [0.2, 0.9, 0.5], [-0.6, 0.2, 0.3], [0.1, 0.7, -0.7], [0.6, 0.2, -0.3], [0.5, -0.7, 0.4], [0.0, 0.2, 0.0], [-0.2, -0.2, -0.3], [0.7, -1.2, -0.2], [0.6, 1.4, 2.5], [-0.4, -0.3, -2.1], [-1.6, 1.5, -1.5], [0.8, -0.3, 2.2], [0.4, -0.1, -0.2], [0.4, -0.5, -0.1], [0.1, -0.2, 0.3], [0.3, 0.3, -0.1], [-0.6, 0.0, 0.0], [-0.2, -0.4, -0.6], [-0.9, 0.4, 0.5], [1.1, -0.4, -0.7], [0.7, 0.0, -0.2], [-0.2, 0.0, 0.3], [-0.1, -0.3, 0.0], [-0.6, 0.3, 0.1], [0.1, -0.4, 0.7], [-0.2, 1.3, -2.6], [0.3, -1.3, 2.3], [0.0, 0.4, -0.2], [-0.1, -0.1, 0.1], [-0.3, 0.2, -0.3], [-1.0, 0.3, 0.7], [-0.1, -2.9, 2.1], [0.2, 1.9, -2.0], [0.0, 0.3, -0.3], [0.4, 0.2, 0.4], [0.4, 0.2, -0.9]]
}